C15H19ClHfSi as an isolated structure, computed with ωB97M-V with the def2-TZVPD basis set.

Atoms and positions in Å:
1 C -2.471 -1.395 -1.846
2 C -1.732 -1.598 -3.069
3 C -1.399 -0.298 -3.591
4 H -1.591 -2.549 -3.584
5 C -1.878 0.697 -2.663
6 C -2.556 0.011 -1.606
7 H -3.077 0.486 -0.774
8 H -2.984 -2.173 -1.286
9 H -1.011 -0.097 -4.593
10 H -1.873 1.775 -2.832
11 Hf -0.058 -0.635 -1.582
12 Cl 0.092 -2.687 -0.539
13 C 2.537 -0.318 -1.536
14 C 2.009 0.902 -2.062
15 C 1.385 0.609 -3.323
16 H 2.140 1.898 -1.634
17 C 1.500 -0.804 -3.559
18 C 2.207 -1.385 -2.445
19 H 2.563 -2.411 -2.389
20 H 3.167 -0.417 -0.652
21 H 1.050 1.355 -4.046
22 H 1.260 -1.328 -4.485
23 C 1.604 -0.169 3.922
24 Si 0.050 0.731 3.392
25 C -1.456 -0.187 4.018
26 C 0.075 2.497 4.006
27 C -0.083 0.668 1.550
28 C -0.177 0.433 0.339
29 H 1.684 -0.234 5.015
30 H 2.503 0.336 3.548
31 H 1.612 -1.192 3.524
32 H -1.494 -0.246 5.111
33 H -2.371 0.306 3.668
34 H -1.464 -1.210 3.621
35 H 0.956 3.030 3.625
36 H -0.816 3.033 3.655
37 H 0.094 2.564 5.103

Gap between HOMO and LUMO   8.657 eV
Multiplicity   1
HOMO   -8.43 eV


C15H19F3IrN3O2SSi as an isolated structure, computed with ωB97M-V with the def2-TZVPD basis set.

Atoms and positions in Å:
1 Ir -0.134 0.101 0.046
2 F -3.516 -2.922 2.464
3 C -2.389 -3.203 3.129
4 F -2.720 -3.615 4.352
5 F -1.788 -4.218 2.493
6 C -1.477 -2.001 3.184
7 C -1.083 -1.430 4.388
8 C -0.220 -0.339 4.401
9 C 0.237 0.161 3.198
10 N -0.155 -0.399 2.050
11 C -0.991 -1.441 2.020
12 S -1.331 -1.822 0.314
13 H -1.462 -1.839 5.315
14 H 0.096 0.111 5.329
15 H 0.932 0.986 3.121
16 C 1.672 -0.745 -3.686
17 C 1.298 -0.196 -2.355
18 N 0.084 -0.130 -1.933
19 O -0.893 -0.600 -2.777
20 C 2.286 0.332 -1.421
21 C 3.689 0.671 -1.784
22 N 1.814 0.558 -0.221
23 O 2.413 1.061 0.749
24 H 0.999 -1.551 -3.968
25 H 2.698 -1.104 -3.672
26 H 1.589 0.037 -4.444
27 H -1.719 -0.219 -2.444
28 H 3.724 1.117 -2.778
29 H 4.329 -0.214 -1.780
30 H 4.085 1.376 -1.057
31 C -2.065 5.514 0.810
32 Si -2.971 4.158 -0.076
33 C -3.323 4.602 -1.842
34 C -4.526 3.714 0.839
35 C -1.875 2.647 -0.045
36 C -1.170 1.645 -0.003
37 H -2.677 6.418 0.822
38 H -1.119 5.753 0.320
39 H -1.851 5.231 1.842
40 H -3.957 5.490 -1.881
41 H -3.842 3.794 -2.361
42 H -2.402 4.821 -2.386
43 H -5.201 4.573 0.856
44 H -4.302 3.435 1.870
45 H -5.048 2.881 0.365

Gap between HOMO and LUMO (alpha / beta)   6.636 / 6.172 eV
Multiplicity   2
<S²>   0.77
Total charge   +1
Energy relative to the best compared isomer or geometry (same formula, charge and spin)   0.226 eV
HOMO (alpha / beta)   -11.76 / -11.99 eV


C15H19F4N4OSr as an isolated structure, computed with ωB97M-V with the def2-TZVPD basis set.

Atoms and positions in Å:
1 Sr 1.314 2.386 -0.557
2 C 2.509 -0.516 3.686
3 N 1.554 -0.681 2.591
4 C 2.138 -0.727 1.288
5 C 0.345 0.122 2.697
6 C 0.571 1.658 2.656
7 N 0.072 2.303 1.439
8 C -1.171 2.855 1.386
9 C -1.538 3.563 0.229
10 F -0.564 3.620 -0.796
11 C -2.736 4.189 0.003
12 F -2.919 4.832 -1.157
13 C -3.720 4.156 0.963
14 C -3.423 3.451 2.117
15 F -4.345 3.360 3.076
16 C -2.213 2.819 2.331
17 F -2.065 2.118 3.472
18 H 3.416 0.012 3.367
19 H 2.811 -1.481 4.098
20 H 2.065 0.065 4.493
21 H 1.445 -1.169 0.567
22 H 3.050 -1.322 1.301
23 H 2.439 0.263 0.859
24 H -0.177 -0.158 3.613
25 H -0.311 -0.142 1.865
26 H 1.655 1.829 2.699
27 H 0.167 2.113 3.557
28 H -4.674 4.644 0.825
29 N 0.628 0.323 -1.799
30 C 0.586 -0.748 -2.247
31 N 0.529 -1.942 -2.760
32 C -0.163 -3.047 -2.062
33 C -0.883 -3.884 -3.101
34 O 0.020 -4.318 -4.101
35 C 0.561 -3.225 -4.818
36 C 1.381 -2.340 -3.899
37 H -0.861 -2.632 -1.339
38 H 0.580 -3.654 -1.543
39 H -1.697 -3.305 -3.550
40 H -1.297 -4.773 -2.632
41 H -0.242 -2.639 -5.281
42 H 1.197 -3.633 -5.600
43 H 1.727 -1.449 -4.418
44 H 2.240 -2.896 -3.517

Gap between HOMO and LUMO   6.210 eV
Multiplicity   1
Total charge   +1
HOMO   -10.03 eV


C15H19N3O2S in the gas phase, computed with ωB97M-V with the def2-TZVPD basis set.

Atoms and positions in Å:
1 C -5.705 -1.083 -0.012
2 H -5.612 -1.705 -0.908
3 H -5.613 -1.711 0.880
4 H -6.679 -0.597 -0.011
5 O -4.762 -0.038 -0.007
6 C -3.448 -0.352 -0.003
7 C -2.935 -1.631 -0.007
8 C -1.551 -1.841 -0.001
9 N -1.032 -3.101 -0.003
10 C 0.328 -3.349 0.005
11 N 1.175 -2.319 0.011
12 C 0.748 -1.079 0.011
13 N 1.670 -0.107 0.018
14 H 1.374 0.854 0.014
15 C 3.094 -0.345 0.020
16 H 3.220 -1.428 0.044
17 C 3.761 0.311 -1.191
18 C 3.895 1.788 -0.804
19 H 4.776 2.237 -1.259
20 C 3.973 1.814 0.735
21 H 3.204 2.468 1.148
22 H 4.935 2.194 1.076
23 C 3.764 0.365 1.200
24 H 4.723 -0.112 1.398
25 H 3.162 0.300 2.105
26 H 3.029 2.352 -1.154
27 H 3.184 0.167 -2.103
28 H 4.745 -0.134 -1.334
29 C -0.668 -0.749 0.007
30 C -1.201 0.548 0.010
31 C -2.561 0.760 0.006
32 O -3.170 1.978 0.009
33 C -2.365 3.130 0.022
34 H -1.732 3.191 -0.870
35 H -1.739 3.176 0.919
36 H -3.058 3.970 0.026
37 H -0.535 1.396 0.017
38 S 0.832 -4.918 0.007
39 H -1.642 -3.908 -0.008
40 H -3.582 -2.493 -0.013

Gap between HOMO and LUMO   7.725 eV
Multiplicity   1
Energy relative to the best compared isomer or geometry (same formula, charge and spin)   1.378 eV
HOMO   -7.39 eV
Structure (SMILES)   COc1cc2[nH]c(=S)nc(NC3CCCC3)c2cc1OC


C15H19N4O9Pd as an isolated structure, computed with ωB97M-V with the def2-TZVPD basis set.

Atoms and positions in Å:
1 Pd -0.462 -0.283 0.870
2 C -0.242 4.417 -0.482
3 N 0.940 3.550 -0.422
4 C 2.188 4.057 -0.998
5 C 0.854 2.341 0.117
6 O -0.185 1.897 0.625
7 C 2.105 1.481 0.095
8 O 1.881 0.250 0.767
9 C 2.516 0.063 2.021
10 C 1.493 -0.093 3.130
11 O 0.274 -0.126 2.860
12 N 1.940 -0.252 4.364
13 C 1.009 -0.534 5.463
14 C 3.371 -0.364 4.669
15 H -0.048 5.340 0.063
16 H -0.468 4.654 -1.520
17 H -1.085 3.903 -0.036
18 H 1.964 4.977 -1.526
19 H 2.926 4.281 -0.226
20 H 2.617 3.358 -1.717
21 H 2.369 1.252 -0.936
22 H 2.943 2.015 0.542
23 H 3.098 -0.858 1.973
24 H 3.193 0.889 2.236
25 H -0.006 -0.333 5.142
26 H 1.097 -1.579 5.764
27 H 1.257 0.105 6.307
28 H 3.952 0.387 4.143
29 H 3.503 -0.199 5.734
30 H 3.749 -1.358 4.421
31 O -3.687 -1.634 -1.125
32 C -2.724 -1.445 -0.442
33 O -1.879 -0.413 -0.556
34 C -2.388 -2.279 0.765
35 C -1.037 -2.540 1.009
36 C -0.683 -3.090 2.240
37 C -1.603 -3.419 3.192
38 C -2.936 -3.199 2.877
39 C -3.353 -2.631 1.702
40 N -3.961 -3.555 3.901
41 O -5.117 -3.382 3.594
42 O -3.556 -3.987 4.957
43 N 0.755 -3.209 2.598
44 O 1.563 -2.779 1.796
45 O 1.026 -3.698 3.669
46 H -0.340 -2.598 0.179
47 H -1.317 -3.823 4.151
48 H -4.402 -2.445 1.521

Gap between HOMO and LUMO (alpha / beta)   8.038 / 7.410 eV
Multiplicity   3
<S²>   2.02
Total charge   +1
HOMO (alpha / beta)   -12.17 / -12.89 eV


C15H19N5O4S in the gas phase, computed with ωB97M-V with the def2-TZVPD basis set.

Atoms and positions in Å:
1 C -8.191 -0.219 -0.020
2 C -7.253 -0.453 1.156
3 H -7.207 -1.521 1.394
4 H -7.573 0.112 2.034
5 O -5.936 0.015 0.874
6 C -5.134 -0.812 0.185
7 O -5.467 -1.915 -0.177
8 C -3.799 -0.224 -0.066
9 C -3.463 1.062 0.350
10 C -2.207 1.576 0.099
11 C -1.264 0.803 -0.576
12 C -1.598 -0.487 -0.997
13 C -2.853 -0.992 -0.744
14 H -3.126 -1.987 -1.061
15 H -0.863 -1.083 -1.519
16 N 0.024 1.251 -0.867
17 C 0.621 2.406 -0.490
18 O 0.123 3.296 0.160
19 C 2.064 2.507 -0.990
20 H 2.387 3.546 -0.930
21 H 2.182 2.122 -2.002
22 S 3.231 1.601 0.082
23 C 3.020 -0.004 -0.513
24 N 2.179 -0.430 -1.440
25 N 2.387 -1.735 -1.555
26 N 3.291 -2.132 -0.770
27 N 3.730 -1.075 -0.077
28 C 4.786 -1.139 0.892
29 H 4.523 -0.491 1.733
30 H 4.842 -2.176 1.230
31 C 6.117 -0.702 0.281
32 H 6.343 -1.339 -0.579
33 H 6.043 0.331 -0.066
34 C 7.253 -0.800 1.304
35 O 8.473 -0.337 0.791
36 H 8.732 -0.883 0.040
37 H 7.037 -0.159 2.162
38 H 7.344 -1.837 1.658
39 H 0.608 0.571 -1.363
40 H -1.948 2.570 0.424
41 H -4.194 1.658 0.873
42 H -7.861 -0.800 -0.878
43 H -9.197 -0.528 0.249
44 H -8.201 0.835 -0.290

Gap between HOMO and LUMO   9.025 eV
Multiplicity   1
Energy relative to the best compared isomer or geometry (same formula, charge and spin)   0.182 eV
HOMO   -8.62 eV
Structure (SMILES)   CCOC(=O)c1ccc(NC(=O)CSc2nnnn2CCCO)cc1


C15H20AlBrO2S4 as an isolated structure, computed with ωB97M-V with the def2-TZVPD basis set.

Atoms and positions in Å:
1 Al 0.218 -0.047 0.980
2 C 2.614 -2.081 1.652
3 C 3.446 -1.007 0.961
4 S 2.476 0.275 0.115
5 C 2.235 -0.352 -1.574
6 C 1.318 -1.564 -1.716
7 S -0.324 -1.106 -1.087
8 C -1.102 -2.614 -0.443
9 C -2.256 -2.173 0.460
10 S -1.829 -1.065 1.839
11 C -1.232 -2.154 3.161
12 C 0.189 -2.677 2.999
13 S 1.344 -1.297 2.699
14 H 3.250 -2.682 2.301
15 H 2.116 -2.744 0.946
16 H 4.128 -1.460 0.242
17 H 4.055 -0.463 1.684
18 H 3.222 -0.566 -1.987
19 H 1.841 0.508 -2.119
20 H 1.690 -2.448 -1.200
21 H 1.219 -1.806 -2.774
22 H -0.361 -3.225 0.072
23 H -1.502 -3.186 -1.280
24 H -2.764 -3.041 0.880
25 H -2.993 -1.602 -0.106
26 H -1.928 -2.986 3.272
27 H -1.320 -1.546 4.063
28 H 0.287 -3.386 2.178
29 H 0.508 -3.170 3.917
30 Br -1.147 6.590 -3.760
31 C -1.260 5.145 -2.570
32 C -0.336 5.041 -1.534
33 C -0.395 3.955 -0.683
34 C -1.380 2.983 -0.858
35 C -2.323 3.117 -1.878
36 C -2.264 4.197 -2.737
37 C -1.424 1.774 -0.028
38 O -2.313 0.943 -0.042
39 O -0.327 1.549 0.735
40 H 0.412 5.809 -1.399
41 H 0.302 3.881 0.141
42 H -3.099 2.371 -1.988
43 H -2.989 4.311 -3.530

Gap between HOMO and LUMO   7.257 eV
Multiplicity   1
Total charge   +2
Energy relative to the best compared isomer or geometry (same formula, charge and spin)   1.095 eV
HOMO   -13.51 eV


C15H20ClN7O2 as an isolated structure, computed with ωB97M-V with the def2-TZVPD basis set.

Atoms and positions in Å:
1 O 1.940 1.138 -0.719
2 Cl 1.630 -5.745 3.560
3 N 0.791 -1.953 2.177
4 N 3.859 -2.475 0.131
5 O -1.919 0.951 -0.868
6 C 1.531 0.330 0.102
7 C 0.786 -3.078 2.834
8 C 3.278 -1.417 -0.382
9 C 1.804 -4.266 2.547
10 C 2.140 -0.965 0.349
11 C 2.941 -3.900 1.831
12 C 1.870 -1.955 1.179
13 N 3.900 -0.719 -1.408
14 N 2.959 -2.793 1.100
15 N -2.122 -2.102 -1.867
16 N -1.680 3.657 1.447
17 N 0.488 0.756 0.793
18 C -1.140 -1.214 -1.300
19 C -2.856 -0.993 -2.381
20 C -2.502 3.894 0.217
21 C -1.319 2.285 1.708
22 C -1.665 -0.052 -1.885
23 C -1.705 3.389 -1.051
24 C -0.223 2.100 0.516
25 C -0.966 2.061 -0.815
26 H -0.016 -3.129 3.630
27 H 3.795 -4.542 1.581
28 H 3.458 0.152 -1.660
29 H 4.682 -1.026 -1.955
30 H -1.646 -2.640 -2.642
31 H -0.900 4.211 1.559
32 H -0.133 -0.007 1.123
33 H -0.100 -1.569 -1.719
34 H -1.065 -1.214 -0.224
35 H -3.737 -0.813 -1.821
36 H -2.907 -1.008 -3.461
37 H -2.540 4.971 -0.047
38 H -3.470 3.477 0.517
39 H -2.119 1.530 1.624
40 H -0.893 2.228 2.664
41 H -1.202 0.198 -2.822
42 H -0.940 4.116 -1.199
43 H -2.332 3.405 -1.980
44 H 0.542 2.857 0.600
45 H -0.294 1.870 -1.584

Gap between HOMO and LUMO   8.363 eV
Multiplicity   1
Energy relative to the best compared isomer or geometry (same formula, charge and spin)   3.088 eV
HOMO   -8.19 eV


C15H20ClNOS in the gas phase, computed with ωB97M-V with the def2-TZVPD basis set.

Atoms and positions in Å:
1 C -3.454 -0.789 -0.786
2 H -3.168 0.238 -0.998
3 H -4.308 -0.771 -0.112
4 H -3.760 -1.263 -1.716
5 C -2.291 -1.545 -0.152
6 C -1.845 -0.867 1.146
7 C -0.628 -1.571 1.740
8 N 0.448 -1.625 0.768
9 C 1.543 -0.855 0.955
10 O 1.705 -0.190 1.957
11 C 2.603 -0.919 -0.144
12 H 3.053 -1.912 -0.164
13 H 2.195 -0.677 -1.124
14 S 3.956 0.245 0.192
15 C 3.343 1.718 -0.721
16 C 1.928 2.044 -0.384
17 C 0.923 1.878 -1.329
18 C -0.396 2.163 -1.021
19 C -0.711 2.603 0.254
20 C 0.275 2.762 1.215
21 C 1.588 2.484 0.891
22 H 2.359 2.588 1.639
23 H 0.015 3.095 2.207
24 Cl -2.361 2.962 0.645
25 H -1.171 2.047 -1.763
26 H 1.171 1.538 -2.326
27 H 4.022 2.514 -0.418
28 H 3.468 1.521 -1.787
29 C 0.076 -2.336 -0.432
30 H 0.921 -2.422 -1.112
31 C -1.099 -1.626 -1.109
32 H -1.378 -2.165 -2.016
33 H -0.792 -0.615 -1.387
34 H -0.230 -3.350 -0.143
35 H -0.257 -1.034 2.613
36 H -0.885 -2.597 2.029
37 H -2.658 -0.874 1.873
38 H -1.583 0.171 0.938
39 H -2.618 -2.566 0.079

Gap between HOMO and LUMO   9.200 eV
Multiplicity   1
Energy relative to the best compared isomer or geometry (same formula, charge and spin)   0.117 eV
HOMO   -8.51 eV
Structure (SMILES)   CC1CCN(C(=O)CSCc2ccc(Cl)cc2)CC1


C15H20F5O2TeTl as an isolated structure, computed with ωB97M-V with the def2-TZVPD basis set.

Atoms and positions in Å:
1 Tl -0.167 -1.785 0.719
2 C 2.386 0.331 1.562
3 C 2.906 -0.467 0.495
4 C 2.659 0.223 -0.731
5 H 3.417 -1.418 0.602
6 C 1.983 1.447 -0.420
7 C 1.808 1.502 0.992
8 H 1.318 2.298 1.542
9 H 2.421 0.085 2.612
10 H 2.955 -0.106 -1.719
11 H 1.673 2.202 -1.132
12 C -2.574 0.423 1.018
13 C -1.784 1.539 1.419
14 C -1.331 2.201 0.248
15 H -1.563 1.834 2.437
16 C -1.859 1.515 -0.881
17 C -2.623 0.408 -0.405
18 H -3.157 -0.309 -1.026
19 H -3.056 -0.283 1.690
20 H -0.693 3.082 0.215
21 H -1.727 1.806 -1.922
22 O -0.126 -1.268 -2.001
23 C -0.284 -0.641 -3.701
24 C 0.423 -1.937 -4.093
25 C 0.503 0.619 -3.759
26 C -1.741 -0.552 -4.000
27 C 0.539 -2.368 -2.617
28 H 1.392 -1.777 -4.571
29 H -0.210 -2.609 -4.677
30 H 0.019 -3.319 -2.394
31 H 1.587 -2.439 -2.264
32 H 0.446 1.017 -4.777
33 H 1.558 0.456 -3.512
34 H 0.104 1.379 -3.074
35 H -1.863 -0.400 -5.077
36 H -2.207 0.294 -3.484
37 H -2.275 -1.469 -3.721
38 F -2.276 -0.438 4.124
39 Te -0.484 -1.064 4.358
40 F -0.959 -2.166 5.832
41 F 0.029 0.259 3.044
42 F -0.309 0.376 5.591
43 F 1.387 -1.341 4.627
44 O -0.649 -2.374 3.088

Gap between HOMO and LUMO   4.453 eV
Multiplicity   1
Total charge   -2
Energy relative to the best compared isomer or geometry (same formula, charge and spin)   0.000 eV
HOMO   -0.08 eV


C15H20N2O2 in the gas phase, computed with ωB97M-V with the def2-TZVPD basis set.

Atoms and positions in Å:
1 N -0.364 2.967 -0.542
2 O -1.538 0.830 -1.627
3 O -2.461 -1.685 -3.145
4 C -0.643 4.190 -0.162
5 C -0.425 3.015 1.733
6 C -0.128 2.245 0.603
7 C -2.015 -2.221 1.217
8 C -2.788 -2.155 0.083
9 C -1.015 -1.239 1.407
10 C -1.661 -0.179 -0.686
11 C -2.649 -1.172 -0.871
12 C -0.809 -0.244 0.425
13 N -0.645 4.288 1.197
14 C -3.451 -1.296 -2.160
15 C 3.890 -2.207 0.373
16 C 0.290 0.796 0.731
17 C 3.477 -0.950 -0.295
18 C 1.485 0.608 -0.182
19 C 2.147 -0.654 0.335
20 H -0.895 1.475 -1.275
21 H -1.691 -1.447 -2.653
22 H -0.656 5.059 -0.813
23 H -0.353 2.680 2.753
24 H -2.260 -2.922 1.984
25 H -3.550 -2.986 -0.084
26 H -0.312 -1.223 2.248
27 H -0.521 5.171 1.642
28 H -4.250 -2.057 -2.115
29 H -3.930 -0.307 -2.554
30 H 3.167 -2.984 0.570
31 H 4.414 -1.944 1.403
32 H 4.588 -2.771 -0.258
33 H 0.527 0.569 1.797
34 H 4.208 -0.134 -0.092
35 H 3.324 -1.183 -1.404
36 H 2.294 1.433 0.008
37 H 1.315 0.531 -1.258
38 H 2.405 -0.454 1.358
39 H 1.476 -1.443 0.311

Gap between HOMO and LUMO   8.976 eV
Multiplicity   1
Energy relative to the best compared isomer or geometry (same formula, charge and spin)   2.985 eV
HOMO   -8.38 eV
Structure (SMILES)   CCCC[C@@H](c1c[nH]cn1)c1cccc(CO)c1O